Computed, not measured: a single C18H19FN2O3S molecule at a distorted geometry, with ωB97M-V/def2-TZVPD.

Computed properties:
HOMO = -7.879 eV
Energy = -41646.6268 eV
Energy relative to the best compared isomer or geometry (same formula, charge and spin) = 86.2 kcal per mole
SMILES = CC(=O)C[C@H]1c2cc(F)ccc2S(=O)(=O)N1c1ccc(N(C)C)cc1

```
44
Properties=species:S:1:pos:R:3:lowdin_charge:R:1
O 1.9837 -3.7785 0.6029 0.064
O -2.8883 1.0172 -0.1481 -0.312
O -1.8843 0.3795 2.0051 -0.317
F -2.9025 -5.7490 -0.3181 0.114
C 1.0785 -3.3024 1.2819 -0.395
C -3.9274 -3.7611 0.5646 0.006
C 1.0164 3.0328 0.1675 -0.011
C 1.4299 2.1809 -2.0190 0.026
C 0.2672 1.8644 0.4728 0.014
C 0.6262 1.0752 -1.7860 0.000
C -1.6764 -3.8010 -0.2989 0.040
C -3.8194 -2.3968 0.8272 -0.011
C -2.8842 -4.4691 -0.0553 -0.275
C 1.5627 3.2000 -1.0221 -0.364
C 0.0652 0.9169 -0.5209 -0.284
C -1.5562 -2.4613 0.0043 -0.163
C -2.6453 -1.7304 0.3918 -0.170
N 2.2037 4.3086 -1.3240 -0.237
N -0.6552 -0.2400 -0.1796 -0.153
C 0.4260 -4.1454 2.3319 0.014
C 3.2917 4.7617 -0.4277 -0.039
C 1.5515 5.2850 -2.1546 -0.070
C 0.7534 -1.7834 1.0475 -0.049
C -0.2241 -1.6788 -0.0859 -0.211
S -2.1119 -0.0089 0.6101 0.773
H -4.9963 -4.0962 0.7191 0.142
H 1.1791 3.7829 0.9703 0.136
H 1.8823 2.1260 -2.9584 0.095
H -0.0436 1.8556 1.5207 0.114
H 0.5937 0.2958 -2.5670 0.126
H -0.8211 -4.4360 -0.5760 0.148
H -4.6065 -2.0018 1.3911 0.104
H 1.0109 -5.0334 2.5003 0.095
H -0.5460 -4.3448 1.9544 0.065
H 0.3495 -3.6240 3.2214 0.065
H 4.0596 5.2526 -1.0612 0.092
H 3.6043 3.9023 0.1624 0.088
H 2.8405 5.4802 0.2779 0.079
H 0.8036 4.8406 -2.8226 0.093
H 2.2235 5.7495 -2.9057 0.086
H 1.1145 6.1072 -1.6063 0.076
H 1.6526 -1.1839 0.8080 0.144
H 0.3436 -1.4024 1.9708 0.117
H 0.2749 -1.9865 -0.9668 0.145
```